# 1
# C4H8N2O

A 2-piece molecular cluster, C4H8N2O overall (ωB97M-V with the def2-TZVPD basis set, the OMol25 dataset).

Values from the calculation:
SMILES: CC(=O)NN.C#C
Frontier orbital gap, eV: 9.9346
Energy relative to the best compared isomer or geometry (same formula, charge and spin), kJ/mol: 425.1
LUMO level, Eh: 0.0332

Last column: Mulliken charge in e.
Geometry (Å):
H  1.879  2.611  -1.852  0.373
H  0.991  -0.678  -0.715  0.274
N  -0.832  -1.434  -1.437  -0.692
H  -0.942  1.578  -0.435  0.390
O  -1.662  -0.889  1.165  -0.591
H  0.945  -1.023  2.324  0.277
C  0.533  -0.135  1.839  -0.914
H  1.346  0.400  1.341  0.285
H  0.095  0.532  2.585  0.305
C  0.961  2.125  -1.599  -0.302
C  -0.051  1.694  -1.082  -0.429
H  -1.780  -1.052  -1.323  0.280
C  -0.533  -0.540  0.860  0.559
H  -0.951  -2.414  -1.172  0.255
N  0.001  -0.775  -0.501  -0.069

Forces on atoms 1 to 6 (eV/Å):
H -0.181 -0.316 -0.379
H -0.722 0.041 0.003
N -0.123 0.119 0.148
H 1.026 -0.035 -1.284
O 0.840 0.976 -0.662
H -0.208 0.045 -0.058

# 2
# C4H8N2O

A 2-piece molecular cluster, C4H8N2O overall (ωB97M-V with the def2-TZVPD basis set, the OMol25 dataset).

Values from the calculation:
Frontier orbital gap, eV: 11.2316
Energy relative to the best compared isomer or geometry (same formula, charge and spin), kJ/mol: 283.2
LUMO level, Eh: 0.0243

Last column: Mulliken charge in e.
Geometry (Å):
C  -0.557  1.283  3.503  -0.207
H  0.316  1.371  -2.319  0.333
H  -0.138  2.524  -1.030  0.287
H  0.164  0.970  1.447  0.460
H  1.045  -2.721  -0.051  0.314
H  -0.271  -1.353  1.223  0.197
N  -0.124  1.125  2.424  -0.035
N  0.241  0.605  -0.327  -0.457
O  0.102  -2.817  -0.236  -0.514
C  -0.236  -0.493  -0.740  0.125
C  -0.539  -1.634  0.196  -0.446
H  -0.431  -0.678  -1.806  0.290
H  -1.614  -1.844  0.168  0.286
H  1.542  1.994  -1.175  0.290
C  0.501  1.670  -1.278  -0.921

Forces on atoms 1 to 6 (eV/Å):
C 0.466 -0.154 -1.046
H 0.014 0.027 0.151
H 0.123 -0.110 -0.055
H -0.047 -0.016 -0.106
H -0.115 -0.109 -0.064
H -0.046 -0.107 -0.182